Computed, not measured: a structure of composition C19H18CoNOSe in a non-equilibrium geometry, with wB97M-V/def2-TZVPD.

Cartesian coordinates (Å):
1 C -2.54508 2.79816 1.15055
2 C -2.71374 2.78817 -0.32770
3 C -2.39748 1.54831 -0.81395
4 H -3.11666 3.64565 -0.85035
5 C -2.25012 0.61217 0.28106
6 C -2.22416 1.33354 1.46675
7 H -2.28983 0.99912 2.48296
8 H -3.33894 3.28721 1.74675
9 H -2.38125 1.26084 -1.85337
10 H -2.23302 -0.46490 0.14842
11 C 1.79017 1.80023 1.16594
12 C 1.21528 2.73833 2.05945
13 C 0.50434 2.02529 3.06671
14 H 1.37909 3.81709 2.05584
15 C 0.67100 0.64672 2.83582
16 C 1.51262 0.50496 1.70209
17 H 1.85651 -0.45091 1.32006
18 H 2.23714 2.05501 0.21087
19 H 0.10965 2.48382 3.97706
20 H 0.30284 -0.14976 3.48286
21 Co -0.13524 1.47701 1.18271
22 O 0.20656 0.44982 -0.60781
23 C 0.30648 -0.15152 -1.84976
24 C -0.17864 -1.64639 -1.92937
25 H -0.24638 0.30515 -2.68987
26 H 1.35361 -0.16057 -2.22175
27 H -1.27002 -1.71786 -1.77939
28 H -1.00647 -4.16475 -2.21422
29 C 0.07310 -4.09231 -2.11469
30 C 0.63845 -2.78476 -1.85433
31 C 2.03986 -2.72799 -1.64051
32 H 2.49310 -1.78444 -1.35745
33 C 2.84373 -3.85467 -1.90112
34 H 3.95120 -3.77981 -1.82093
35 C 2.26203 -5.07587 -2.26978
36 H 2.89011 -5.95516 -2.43898
37 C 0.85720 -5.18189 -2.36188
38 H 0.42494 -6.12914 -2.64159
39 Se -1.21837 5.66063 3.47642
40 C -1.15583 4.45616 2.28841
41 N -1.21780 3.57932 1.43804

The expectation value of S² is 6.079. Its spin multiplicity is 5. The calculation puts the frontier orbital gap (spin up / spin down) at 5.958 / 7.013 eV. Its HOMO energy (spin up / spin down) is -6.7 / -7.9 eV.

Computed, not measured: the molecule C4H4O3, with wB97M-V/def2-TZVPD.

Cartesian coordinates (Å):
1 O -1.93385 1.13630 0.71888
2 C -0.97945 1.15885 -0.01650
3 C -0.03144 -0.01459 -0.14933
4 C -0.26260 -1.21006 0.67664
5 O -0.61254 -1.19868 -0.68913
6 C 1.35444 0.29094 -0.61868
7 O 1.84284 1.38791 -0.49052
8 H -0.75504 2.02723 -0.66185
9 H 0.58009 -1.84856 0.94144
10 H -1.09592 -1.17138 1.37548
11 H 1.89346 -0.55796 -1.08642

The value obtained for the relative energy (zero: lowest compared OMol25 entry of this formula, charge and spin) is 214.9 kJ/mol. Its SMILES is O=CC1(C=O)CO1. The calculation puts the frontier orbital gap at 10.317 eV. Its HOMO energy is -10.2 eV.